Entry 1:
# C3H12NO3

A 3-piece molecular cluster, C3H12NO3 overall (ωB97M-V/def2-TZVPD, OMol25).

Results
Kohn-Sham gap (spin up / spin down) (eV): 3.679 / 8.621

```
! wB97M-V def2-TZVPD RIJCOSX def2/J DEFGRID3
* xyz 0 2
H 0.320 1.971 -1.226
H -0.965 -1.856 -2.149
H 2.165 2.510 2.093
O -2.000 -2.030 2.484
N -0.152 1.214 -0.494
H -1.174 1.198 -0.322
H 1.266 0.023 -2.500
H 2.198 -0.799 -1.158
C 1.242 -0.587 -1.607
H -2.038 -2.681 3.217
O -2.059 -0.123 -1.801
H 0.885 2.617 2.772
H -1.368 -1.363 2.768
C -1.138 -0.819 -1.746
H 0.398 1.389 0.428
C 0.039 -0.423 -0.776
O 1.239 2.176 2.066
H 0.941 -1.462 -2.280
H 0.202 -0.957 0.233
*
```

=====

Entry 2:
# C3H12NO3

A 2-piece molecular cluster, C3H12NO3 overall (ωB97M-V/def2-TZVPD, OMol25).

Results
Kohn-Sham gap (eV): 10.190

```
! wB97M-V def2-TZVPD RIJCOSX def2/J DEFGRID3
* xyz 1 1
H -0.453 -1.963 1.209
H 2.014 0.533 -1.726
H -1.404 0.544 3.315
H 1.140 -0.467 0.849
O -1.459 0.645 2.327
H -1.873 0.701 -1.340
H -1.895 -0.949 -0.619
C 1.072 0.897 -1.283
C 0.827 -1.216 0.033
H 1.696 -1.602 -0.313
N -1.384 -0.006 -0.674
C 0.115 -0.318 -1.046
O 1.572 1.336 -0.029
O 0.177 -2.244 0.486
H 2.489 1.481 0.098
H -1.485 0.487 0.215
H 0.077 -1.098 -1.919
H -1.854 1.456 2.125
H 0.628 1.784 -1.709
*
```

=====

Entry 3:
# C3H12NO4P2S2

C3H12NO4P2S2 as an isolated structure (ωB97M-V/def2-TZVPD, OMol25).

Results
Kohn-Sham gap (eV): 8.040

```
! wB97M-V def2-TZVPD RIJCOSX def2/J DEFGRID3
* xyz 1 1
O -1.370 -0.675 0.590
P -0.094 -1.773 0.432
H 1.734 0.684 -0.475
C 3.668 1.329 -0.475
H -4.285 1.569 -1.030
S -1.832 2.108 1.209
O -2.407 0.639 -1.335
S -0.785 -3.083 -1.073
N 2.587 0.705 0.070
O -0.442 -2.732 1.642
H -4.024 0.058 -0.006
H 3.399 2.383 -0.828
H -2.389 1.091 1.916
H -1.387 -3.195 1.733
H 0.039 -2.482 -1.872
P -1.237 0.723 -0.218
O 0.086 0.694 -0.901
H 4.098 1.090 -1.519
C 2.700 0.033 1.188
H 4.544 1.163 0.221
C -3.812 0.470 -0.962
H -4.185 -0.213 -1.694
H 3.557 -0.067 1.808
H 1.835 -0.518 1.577
*
```

=====

Energy relative to the best compared isomer or geometry (same formula, charge and spin) per entry: 2.292, 2.394, 0.000 eV
Maximum force per entry: 8.0, 6.5, 6.1 eV/A